# 1
Density functional theory data (ωB97M-V with the def2-TZVPD basis set) for a structure of composition C32H42N4OTi.

Each line ends with the Löwdin charge.
CARTESIAN COORDINATES (ANGSTROEM)
1 Ti 0.0199 -0.5967 0.1719  0.98
2 N 0.4948 -3.8828 3.4801  0.04
3 N -0.3658 -1.9828 -1.5180  -0.09
4 C 0.7016 1.7169 -0.4657  -0.28
5 C 1.7726 0.7991 -0.1123  -0.35
6 C 1.7659 0.6733 1.3351  -0.29
7 C 2.7243 -0.0891 2.1554  -0.15
8 H 3.6168 -0.3344 1.5773  0.06
9 H 2.2024 -1.1637 2.4757  -0.05
10 H 2.9632 0.4077 3.0966  0.05
11 C 0.7351 1.5292 1.8389  -0.25
12 C 0.5507 1.9385 3.2470  -0.06
13 H 0.6544 3.0314 3.3470  0.08
14 H 1.2940 1.4747 3.9075  0.07
15 H -0.4585 1.6822 3.6019  0.06
16 C 0.0377 2.0973 0.7427  -0.26
17 C -1.0922 3.0485 0.8582  -0.05
18 H -1.8294 2.6911 1.5916  0.07
19 H -1.6097 3.1630 -0.1011  0.07
20 H -0.7681 4.0500 1.1806  0.08
21 C 2.8768 0.3615 -1.0129  -0.06
22 H 3.8000 0.9514 -0.8735  0.08
23 H 2.5891 0.4623 -2.0667  0.05
24 H 3.1293 -0.6888 -0.8263  0.08
25 C 0.5707 2.4265 -1.7679  -0.04
26 H -0.4696 2.7349 -1.9327  0.06
27 H 0.8549 1.7695 -2.5969  0.06
28 H 1.1932 3.3382 -1.8521  0.09
29 C -0.4517 -4.7024 3.9369  -0.21
30 H -0.2398 -5.0840 4.9703  0.09
31 C -1.6105 -5.0342 3.2036  -0.16
32 H -2.3593 -5.6833 3.6959  0.07
33 C -1.7275 -4.5458 1.8708  -0.14
34 H -2.5885 -4.8983 1.2530  0.09
35 C -0.7560 -3.6424 1.3875  -0.05
36 H -0.7393 -3.3434 0.3239  0.06
37 C 0.2826 -3.1387 2.3598  -0.43
38 C 1.3843 -2.2314 2.2437  -0.09
39 H 1.7770 -2.5300 1.2356  0.04
40 C -0.6185 -0.8121 -2.0564  -0.22
41 C 0.2096 -2.8251 -2.4362  -0.14
42 H 0.6993 -3.7640 -2.1313  0.11
43 C 0.0063 -2.3029 -3.6696  -0.07
44 H 0.1266 -2.7046 -4.6537  0.10
45 N -0.5791 -1.0274 -3.3958  -0.04
46 C -0.7422 0.0760 -4.2211  -0.16
47 C 0.3165 0.3491 -5.0788  -0.20
48 C 0.1071 1.4783 -5.8563  -0.01
49 H 0.8314 1.7147 -6.6362  0.11
50 C -1.0267 2.2742 -5.6476  -0.28
51 C -1.2528 3.4273 -6.5688  -0.08
52 H -1.8227 4.2121 -6.0593  0.07
53 H -1.8201 3.0975 -7.4520  0.08
54 H -0.2822 3.8132 -6.9037  0.07
55 C -1.9785 2.0022 -4.6417  0.00
56 H -2.8602 2.6293 -4.5041  0.12
57 C -1.8085 0.8902 -3.8337  -0.20
58 C -2.7081 0.5658 -2.6887  -0.06
59 H -2.9314 -0.4987 -2.5796  0.09
60 H -3.6737 1.0744 -2.8559  0.08
61 H -2.3611 0.9301 -1.7051  0.07
62 C 1.5682 -0.4589 -5.0937  -0.04
63 H 1.4055 -1.5095 -5.3559  0.06
64 H 2.1343 -0.4413 -4.1466  0.09
65 H 2.2425 -0.0502 -5.8598  0.08
66 C -2.8561 -1.5142 4.7791  -0.05
67 N -1.8869 -1.0937 3.7438  -0.08
68 C -0.5137 -0.8972 4.2136  -0.04
69 C -2.2706 -0.8005 2.4893  -0.40
70 C -3.6931 -1.0790 2.1064  0.02
71 O -1.4590 -0.3718 1.5755  -0.13
72 H -2.3384 -1.5251 5.7458  0.09
73 H -3.2543 -2.5286 4.6075  0.09
74 H -3.6956 -0.8064 4.8613  0.09
75 H 0.2023 -1.0581 3.3973  0.04
76 H -0.3789 0.0990 4.6429  0.07
77 H -0.2893 -1.6294 4.9944  0.09
78 H -4.1491 -0.1416 1.7615  0.09
79 H -3.7001 -1.8026 1.2781  0.10
80 H -4.3088 -1.4905 2.9172  0.06

## Properties
Gap between HOMO and LUMO (alpha / beta): 4.47 / 4.83 eV
Charge: -1
2S+1: 2
HOMO level (alpha / beta): -1.908 / -2.269 eV

=====

# 2
Density functional theory data (ωB97M-V with the def2-TZVPD basis set) for a structure of composition C32H42N5O7SSbTa.

Each line ends with the Löwdin charge.
CARTESIAN COORDINATES (ANGSTROEM)
1 Ta 0.5760 -0.1343 0.4163  1.63
2 C 0.1593 3.5930 2.4526  -0.03
3 O -0.1551 3.0794 3.7526  -0.07
4 C 0.3921 1.9118 4.1742  -0.24
5 C 0.5492 1.7808 5.5490  0.02
6 C 1.0654 0.6252 6.1191  -0.05
7 C 1.4860 -0.4018 5.2981  -0.02
8 C 1.3342 -0.2903 3.9170  -0.14
9 C 1.9385 -1.2943 3.0733  0.00
10 N 1.9295 -1.2776 1.7890  -0.07
11 N 2.7958 -2.1888 1.1750  0.13
12 C 2.8058 -1.9756 -0.0904  -0.39
13 O 2.0144 -1.0468 -0.6383  -0.29
14 C 3.7340 -2.7035 -0.9714  -0.16
15 C 4.0087 -2.1999 -2.2393  -0.03
16 C 4.8952 -2.8672 -3.0717  -0.06
17 C 5.4967 -4.0418 -2.6415  -0.07
18 C 5.2220 -4.5447 -1.3750  -0.06
19 C 4.3465 -3.8768 -0.5362  -0.02
20 C 0.7261 0.8339 3.3532  -0.22
21 O 0.4646 0.8610 2.0372  -0.28
22 H -0.1106 4.6450 2.4833  0.10
23 H -0.4133 3.0917 1.6726  0.06
24 H 1.2229 3.4999 2.2394  0.10
25 H 0.2635 2.6284 6.1610  0.13
26 H 1.1643 0.5483 7.1936  0.11
27 H 1.9480 -1.2936 5.7072  0.12
28 H 2.5340 -2.0706 3.5461  0.15
29 H 3.5361 -1.2811 -2.5623  0.10
30 H 5.1178 -2.4704 -4.0543  0.11
31 H 6.1828 -4.5675 -3.2938  0.11
32 H 5.6935 -5.4605 -1.0417  0.11
33 H 4.1252 -4.2510 0.4544  0.11
34 O 2.1425 3.4440 -0.2000  0.14
35 C 1.2869 2.7648 -0.6838  -0.48
36 O 1.2215 1.4357 -0.4281  -0.27
37 C 0.2148 3.3396 -1.5692  -0.20
38 C 0.2191 4.7129 -1.7671  0.02
39 C -0.7928 5.2688 -2.5296  -0.04
40 C -1.7655 4.4342 -3.0553  -0.04
41 C -1.6703 3.0723 -2.8138  -0.14
42 N -0.6955 2.5244 -2.0902  0.07
43 H 1.0052 5.3108 -1.3271  0.13
44 H -0.8214 6.3352 -2.7086  0.12
45 H -2.5808 4.8246 -3.6505  0.11
46 H -2.4021 2.3850 -3.2259  0.11
47 C -3.0228 -2.1688 -2.7280  -0.18
48 C -2.1134 -1.1456 -3.4072  -0.41
49 Sb -0.3167 -0.8126 -2.2958  1.46
50 C 0.9803 -0.0806 -3.8451  -0.39
51 C 0.3986 0.8800 -4.8844  -0.17
52 C 0.3603 -2.8435 -2.6399  -0.38
53 C 0.2160 -3.9198 -1.5647  -0.16
54 H -3.8905 -2.3826 -3.3553  0.08
55 H -3.3915 -1.7988 -1.7685  0.06
56 H -2.5061 -3.1140 -2.5540  0.05
57 H -2.6392 -0.2021 -3.5714  0.04
58 H -1.7486 -1.4993 -4.3747  0.06
59 H 1.3145 -0.9958 -4.3351  0.05
60 H 1.8381 0.3653 -3.3388  0.05
61 H -0.5187 0.4903 -5.3333  0.06
62 H 1.1165 1.0267 -5.6937  0.07
63 H 0.1813 1.8563 -4.4617  0.04
64 H 1.4104 -2.7308 -2.9055  0.03
65 H -0.1752 -3.1450 -3.5421  0.06
66 H 0.7219 -3.6547 -0.6395  0.04
67 H 0.6554 -4.8557 -1.9191  0.08
68 H -0.8290 -4.1155 -1.3171  0.05
69 C -4.7469 2.9154 2.1094  -0.05
70 N -3.5362 2.5147 1.3874  -0.03
71 C -2.7180 1.4894 1.6596  -0.72
72 S -1.9490 0.8029 0.2586  0.68
73 N -2.5525 1.0110 2.8740  0.03
74 C -2.9173 1.6174 4.1537  -0.02
75 H -5.5184 3.1382 1.3760  0.09
76 H -4.5861 3.8004 2.7223  0.09
77 H -5.1057 2.1027 2.7326  0.09
78 H -3.4599 2.8326 0.4352  0.11
79 H -2.0814 0.1102 2.9077  0.08
80 H -3.8073 1.1483 4.5734  0.10
81 H -3.0774 2.6829 4.0472  0.08
82 H -2.0909 1.4724 4.8432  0.08
83 C -2.1777 -3.2901 1.4135  0.03
84 C -1.2558 -2.1362 1.6424  -0.62
85 O -1.2714 -1.4806 2.6665  0.04
86 O -0.4145 -1.8716 0.6453  -0.32
87 H -2.8982 -3.3576 2.2226  0.09
88 H -1.6008 -4.2151 1.3485  0.10
89 H -2.6872 -3.1537 0.4572  0.08

## Properties
Relative energy (zero: lowest compared OMol25 entry of this formula, charge and spin): 18.3 kcal/mol
Gap between HOMO and LUMO: 7.72 eV
Charge: +1
HOMO level: -10.902 eV